Below is a structure of composition C4H4FN at a distorted geometry, with properties calculated with ωB97M-V/def2-TZVPD.

Last column: natural (NBO) charge in e.
Geometry (Å):
C (-1.340, -1.456, -0.179)  -0.0201
C (-1.010, -0.177, 0.043)  -0.1289
C (-2.514, 0.061, 0.061)  0.6405
C (0.189, 0.672, -0.042)  -0.6606
N (-2.837, -1.146, -0.180)  -0.4821
F (-3.127, 1.198, 0.229)  -0.2765
H (-0.789, -2.392, -0.426)  0.2220
H (0.217, 1.125, 1.034)  0.2281
H (-0.006, 1.605, -0.501)  0.2348
H (1.092, 0.091, -0.416)  0.2427

- ΔE to the lowest compared entry with this formula, charge and spin: 77.8 kcal/mol
- Maximum force: 0.058 Eh/bohr



Below is the molecule C4H6N2O, with properties calculated with ωB97M-V/def2-TZVPD.

Last column: natural (NBO) charge in e.
Geometry (Å):
C (-2.307, 0.244, -0.132)  -0.6430
C (-0.839, -0.014, -0.258)  0.1635
C (0.218, 0.422, 0.591)  -0.4025
C (1.315, -0.180, 0.066)  0.4703
N (2.647, -0.220, 0.468)  -0.8324
O (0.967, -0.895, -1.019)  -0.3035
N (-0.399, -0.800, -1.209)  -0.1479
H (-2.837, -0.249, -0.951)  0.2372
H (-2.680, -0.158, 0.816)  0.2254
H (-2.532, 1.314, -0.154)  0.2238
H (0.167, 1.036, 1.478)  0.2371
H (3.186, 0.574, 0.148)  0.3861
H (3.094, -1.073, 0.157)  0.3859

- SMILES: Cc1cc(N)on1
- ΔE to the lowest compared entry with this formula, charge and spin: 39.4 kcal/mol
- Maximum force: 0.009 Eh/bohr



Ordered HOMO energy results: -8.45 -9.15; unit eV.
Ordered Kohn-Sham gap results: 8.752 10.092; unit eV.